No. 1
Here is a cluster of 2 separate species, C4H12NO2 in total in a non-equilibrium geometry from OMol25. Energies are from ωB97M-V with the def2-TZVPD basis set.

Results
HOMO (eV): -2.81
Molecular weight (g/mol): 106.145
Electronic energy (a.u.): -364.76907
Net charge: -1
Relative energy (zero: lowest compared OMol25 entry of this formula, charge and spin) (kcal per mole): 54.2

```
19
Properties=species:S:1:pos:R:3:mulliken_charge:R:1
C 2.276 -1.414 0.273 -0.74
C 0.953 -1.723 1.113 -0.38
N 0.390 -0.426 1.688 -0.56
C -0.555 0.243 0.686 -0.49
C -0.029 1.593 0.029 -0.61
O 1.027 1.529 -0.880 -0.86
H 2.173 -2.206 -0.568 0.23
H 2.118 -0.448 -0.250 0.29
H 3.253 -1.552 0.779 0.23
H 0.992 -2.224 2.125 0.26
H 0.263 -2.387 0.544 0.27
H 1.108 0.303 1.561 0.32
H -0.689 -0.539 -0.088 0.25
H -1.386 0.464 1.304 0.31
H 0.182 2.161 0.992 0.27
H -1.000 2.032 -0.348 0.23
H -2.544 0.622 -2.546 0.36
H -3.557 -0.155 -1.590 0.32
O -3.466 0.310 -2.413 -0.68
```

=====

No. 2
Here is a structure of composition C25H42BN3O10S3 in a non-equilibrium geometry from OMol25. Energies are from ωB97M-V with the def2-TZVPD basis set.

Results
HOMO (eV): -7.81
Molecular weight (g/mol): 651.635
Electronic energy (a.u.): -3113.86811

```
84
Properties=species:S:1:pos:R:3:mulliken_charge:R:1
C -4.450 3.961 -3.630 -1.03
C -5.419 3.145 -4.537 -0.26
O -4.759 2.159 -5.338 -0.41
C -4.055 1.250 -4.555 0.57
O -4.568 0.880 -3.524 -0.55
C -2.651 0.787 -5.005 -0.65
C -1.765 0.323 -3.819 -0.52
C -0.756 -0.839 -4.207 -0.87
C -0.640 -1.748 -2.958 0.57
C -0.258 -1.035 -1.722 -0.77
C -0.139 -1.667 -0.496 0.00
O 0.174 -0.875 0.555 -0.07
C 1.078 -1.464 1.505 -1.06
C 0.279 -1.655 2.865 -0.77
N -1.086 -1.109 2.806 -0.33
C -1.147 0.337 3.115 -0.66
C -1.650 1.227 1.926 0.31
C -2.707 2.293 2.331 -1.51
O -0.559 1.902 1.268 -0.12
C -0.404 -3.102 -0.451 1.02
N -0.377 -3.877 0.636 -0.33
S -0.762 -5.378 0.115 0.04
N -0.987 -5.122 -1.491 -0.63
C -0.782 -3.814 -1.694 0.53
C -0.904 -3.110 -2.968 -0.61
B -1.359 -3.878 -4.284 0.51
O -0.536 -3.903 -5.400 -0.55
O -2.623 -4.497 -4.262 -0.56
H -4.243 3.406 -2.688 0.28
H -4.910 4.917 -3.315 0.38
H -3.482 4.100 -4.146 0.26
H -5.869 3.872 -5.245 0.34
H -6.258 2.755 -3.932 0.26
H -2.717 0.057 -5.835 0.35
H -2.170 1.696 -5.435 0.29
H -2.420 -0.107 -3.032 0.48
H -1.233 1.159 -3.322 0.29
H 0.254 -0.392 -4.333 0.34
H -1.092 -1.387 -5.102 0.25
H -0.076 0.051 -1.758 0.50
H 1.873 -0.719 1.722 0.46
H 1.557 -2.392 1.167 0.57
H 0.806 -1.206 3.737 0.53
H 0.177 -2.745 3.014 0.27
H -1.620 -1.544 3.555 0.34
H -0.164 0.711 3.503 0.17
H -1.860 0.516 3.956 0.36
H -2.086 0.534 1.174 0.10
H -3.173 2.671 1.396 0.28
H -3.477 1.866 2.999 0.46
H -2.173 3.162 2.770 0.29
H 0.156 2.029 1.902 0.22
H -1.112 -3.724 -6.162 0.30
H -3.251 -3.790 -4.042 0.34
C 2.471 6.257 -0.716 -0.58
C 3.467 5.233 -0.161 -0.63
C 2.744 4.432 0.928 -0.67
S 1.001 4.449 0.492 1.12
O 0.282 5.187 1.503 -0.72
O 0.597 3.131 0.084 -0.48
C 1.175 5.489 -0.954 -0.75
H 2.835 6.720 -1.633 0.35
H 2.306 7.048 0.020 0.29
H 3.783 4.561 -0.963 0.30
H 4.362 5.714 0.234 0.33
H 3.092 3.402 0.971 0.31
H 2.851 4.901 1.906 0.41
H 0.304 6.135 -1.052 0.41
H 1.259 4.836 -1.823 0.34
C 5.061 -5.013 4.751 -0.57
C 4.630 -4.106 5.910 -0.63
C 3.652 -3.070 5.344 -0.72
S 2.860 -3.847 3.933 1.31
O 3.250 -3.138 2.740 -0.66
O 1.482 -4.114 4.251 -0.71
C 3.778 -5.379 4.012 -0.79
H 5.585 -5.900 5.105 0.36
H 5.733 -4.466 4.085 0.28
H 4.128 -4.707 6.673 0.29
H 5.484 -3.623 6.384 0.32
H 2.894 -2.790 6.072 0.38
H 4.172 -2.181 4.989 0.39
H 3.953 -5.755 3.006 0.40
H 3.184 -6.093 4.583 0.36
```